# 1
A gas-phase ion, C3H3O4S (charge -1). Source: the Open Molecules 2025 dataset; level of theory: the ωB97M-V functional and the def2-TZVPD basis.

HOMO-LUMO gap in eV: 7.69
Net charge: -1
HOMO energy in Ha: -0.14212

Atoms and positions in Å:
C 0.12441 0.16435 -0.08860
C 0.78396 1.36821 0.63643
C -1.36023 -0.06040 0.27112
O 0.43367 1.54829 -0.63822
O 1.25653 1.97429 1.51617
O 0.36966 -2.32966 -0.33272
O 1.89307 -0.94617 -1.75088
S 1.37737 -1.26484 -0.38047
H -1.93013 0.18390 -0.68898
H -1.59409 0.51755 1.11650
H -1.35422 -1.15553 0.33966

# 2
A gas-phase ion, C2H2NO3S (charge -1). Source: the Open Molecules 2025 dataset; level of theory: the ωB97M-V functional and the def2-TZVPD basis.

HOMO-LUMO gap (alpha / beta) in eV: 7.16 / 6.96
Net charge: -1
HOMO energy (alpha / beta) in Ha: -0.12776 / -0.12368

Atoms and positions in Å:
C -0.73619 -0.12324 -0.80321
C 0.84540 -0.85675 -0.25983
N -1.13999 0.61145 0.14466
O -1.14517 -0.64946 -1.78046
O -0.07183 2.51454 1.58745
O 0.61620 -1.79901 0.56964
S -0.78986 1.22969 1.58116
H 1.30185 -1.14201 -1.19351
H 1.11959 0.21481 0.15411

# 3
A molecular structure, C24H26IrN4S2Si. Source: the Open Molecules 2025 dataset; level of theory: the ωB97M-V functional and the def2-TZVPD basis.

HOMO-LUMO gap (alpha / beta) in eV: 4.22 / 4.93
Multiplicity: 6
Net charge: +2
HOMO energy (alpha / beta) in Ha: -0.36038 / -0.50745

Atoms and positions in Å:
C -2.18823 0.70973 2.13362
C -1.84581 -0.63370 1.76598
C -0.93326 -1.14783 2.74572
H -2.23273 -1.19250 0.91407
C -0.72658 -0.12438 3.73284
C -1.50355 1.01138 3.36063
H -1.58501 1.94793 3.90449
H -2.90647 1.32950 1.59558
H -0.54683 -2.17068 2.74988
H -0.08699 -0.22035 4.60981
Ir -0.06682 0.55993 1.64575
C 1.95956 -1.46619 -2.78008
H 2.00920 -1.94255 -1.78890
H 2.51899 -2.11157 -3.50056
H 0.91156 -1.40017 -3.11364
Si 0.11612 -0.21001 -0.54823
C -1.06143 0.69322 -1.68454
C -2.45506 0.65010 -1.58213
H -2.93726 0.10000 -0.76915
C -3.23703 1.36052 -2.50397
H -4.32575 1.34116 -2.41385
C -2.62579 2.09677 -3.52788
H -3.23032 2.64620 -4.25702
C -1.22522 2.10632 -3.64407
H -0.72853 2.64516 -4.45738
C -0.44276 1.42611 -2.70881
H 0.65167 1.46810 -2.77030
C -0.23907 -2.07613 -0.60103
C -1.13586 -2.60228 -1.54577
H -1.61302 -1.93877 -2.27104
C -1.41223 -3.97255 -1.55815
H -2.09934 -4.37114 -2.30649
C -0.80920 -4.82799 -0.62317
H -1.04551 -5.89494 -0.61644
C 0.14350 -4.31571 0.25940
H 0.66115 -4.97354 0.95703
C 0.45025 -2.94679 0.25062
H 1.22022 -2.55601 0.93450
H 1.46747 0.17311 -1.00647
H 2.39972 -0.43923 -2.75313
N 2.33446 -1.73227 2.63519
C 2.76320 -0.55723 2.12874
N 1.99758 0.48756 1.77511
C 2.73597 1.55821 1.26247
C 4.09066 1.29124 1.18376
S 4.48424 -0.26892 1.84309
C 1.92918 2.65777 0.87595
C 2.19333 3.87863 0.28370
S 0.77758 4.80022 0.03825
C -0.18485 3.51356 0.78339
N 0.57198 2.43973 1.09587
N -1.49373 3.68380 0.96605
H 3.04071 -2.43563 2.81222
H 1.47348 -1.77827 3.17656
H 4.80643 1.99634 0.76618
H 3.18753 4.16666 -0.01462
H -1.90565 4.58227 0.72450
H -2.06588 2.98609 1.43586

# 4
A single CH5N molecule. Source: the Open Molecules 2025 dataset; level of theory: the ωB97M-V functional and the def2-TZVPD basis.

HOMO-LUMO gap in eV: 10.65
Structure (SMILES): CN
HOMO energy in Ha: -0.34491

Atoms and positions in Å:
C -0.19118 -0.31771 -0.43115
N 0.46659 0.19202 0.77825
H -1.20613 0.02681 -0.63899
H -0.21795 -1.40370 -0.38880
H 0.37057 -0.00163 -1.30796
H 1.01186 1.01094 0.54459
H -0.23376 0.49327 1.44406

# 5
A molecular structure, C13H34Cl2N3OP2V. Source: the Open Molecules 2025 dataset; level of theory: the ωB97M-V functional and the def2-TZVPD basis.

HOMO-LUMO gap (alpha / beta) in eV: 3.57 / 3.85
Multiplicity: 3
Net charge: +2
HOMO energy (alpha / beta) in Ha: -0.51576 / -0.52363

Atoms and positions in Å:
C 2.57609 0.54437 -3.11330
C 2.72817 0.77962 -1.71099
H 3.50520 0.78352 -3.66679
H 1.74894 1.17976 -3.48814
H 2.28923 -0.51557 -3.25246
O 3.49286 1.08668 -0.83558
Cl -2.01651 -0.97202 -2.23354
V -1.03233 -0.13982 -0.47862
P -0.72463 2.41600 -0.76912
C 0.59296 3.14931 0.27610
C -0.28939 3.09414 -2.39805
H -0.26324 4.19242 -2.36109
H -2.11810 4.39036 -0.79751
H -1.04701 2.76686 -3.12132
H -3.08053 2.87604 -0.52920
H 1.57284 2.69183 0.07699
H 0.69141 2.71935 -2.71960
C -2.16399 3.42515 -0.27509
H 0.65215 4.22195 0.04712
H -2.14681 3.57782 0.81105
H 0.34959 3.02331 1.33894
P -0.56285 -2.74813 -0.23944
C 0.67442 -3.41202 0.92808
C -2.15269 -3.36271 0.38680
H -1.05362 -3.69464 -2.39165
H 0.24007 -4.62158 -1.54204
H 0.60141 -3.05357 -2.33515
C -0.15235 -3.62348 -1.77814
H -2.95989 -2.71809 0.01604
H -2.29745 -4.40098 0.05967
H 0.73489 -4.50388 0.82519
H 0.40034 -3.15959 1.96138
H -2.13644 -3.30941 1.48308
H 1.66236 -2.98326 0.70714
Cl -3.47867 0.46916 -0.06463
C -2.15928 -0.20400 4.08324
N -0.74481 0.02120 3.78030
C 0.07378 0.45640 4.89348
C -0.35625 -0.00337 2.48983
N -1.24144 0.02526 1.50774
N 0.92609 -0.08130 2.10414
C 2.06515 -0.30664 2.96899
C 1.08998 -0.10331 0.64768
H -2.23366 -0.35084 5.15507
H -2.51903 -1.10079 3.55305
H -2.77210 0.66429 3.78529
H 0.66583 -0.37687 5.29595
H 0.72929 1.29119 4.61400
H -0.62255 0.80218 5.66798
H -2.19605 0.25513 1.80989
H 2.89719 -0.68178 2.36358
H 2.37772 0.63123 3.46008
H 1.83342 -1.06365 3.72810
H 0.65287 -1.04808 0.23142
H 0.56053 0.77795 0.21718
H 2.13448 -0.06790 0.39917

# 6
A gas-phase ion, CH10NSi2 (charge +1). Source: the Open Molecules 2025 dataset; level of theory: the ωB97M-V functional and the def2-TZVPD basis.

HOMO-LUMO gap in eV: 11.56
Structure (SMILES): [NH3+]C([SiH3])[SiH3]
Net charge: +1
HOMO energy in Ha: -0.56992

Atoms and positions in Å:
C -0.31699 -0.35398 -0.34292
N -0.23917 1.09506 -1.09509
Si 1.40622 -1.24716 -0.14853
Si -1.39203 0.13958 1.21211
H -0.81306 -0.98787 -1.16288
H 0.11060 1.71394 -0.27524
H -1.17879 1.16920 -1.38421
H 0.36278 1.08052 -1.90625
H 2.31478 -0.49937 0.78233
H 1.01799 -2.57010 0.57927
H 1.78833 -1.67570 -1.45616
H -0.78526 1.17796 1.84029
H -1.23255 -1.00326 1.97398
H -2.77308 0.60636 0.64058

Strongest force on any atom readings, ordered: 5.37 2.67 3.81 0.48 10.03 3.95 eV Å⁻¹
ΔE to the lowest compared entry with this formula, charge and spin readings, ordered: 186.2 275.7 0.0 6.8 249.0 19.7 kJ/mol
Energy readings, ordered: -815.2545 -756.0349 -2338.5638 -95.8360 -3301.7283 -677.4909 Ha